Density functional theory data (ωB97M-V/def2-TZVPD) for C54H61BrF4N5O3P3Si2Ti as an isolated structure.

Structure (XYZ):
```
134
Properties=species:S:1:pos:R:3:forces:R:3
Ti -0.238945 -0.339454 0.339486 -0.84 -0.46 -0.06
C -2.738262 -3.315234 -3.006587 -0.22 -0.08 -0.19
Si -1.494385 -3.094706 -1.637623 0.05 0.28 0.23
C 0.121160 -3.608705 -2.448998 0.23 -0.07 -0.12
C -1.833136 -4.503389 -0.418725 -0.01 -0.17 0.19
N -1.544030 -1.570057 -0.861615 -0.05 0.42 -0.45
P -2.349884 -0.346207 -1.737798 -0.42 -0.30 0.42
C -2.143934 1.234590 -0.806066 -0.34 -0.63 -0.12
P -2.518083 1.513694 0.863631 0.26 0.20 0.43
N -1.773551 0.436295 1.827500 -0.24 0.29 -0.06
Si -1.704939 0.579391 3.547137 0.08 0.00 -0.46
C -0.201538 1.527870 4.116262 0.25 0.21 -0.03
C -1.544512 -1.088396 4.405378 -0.03 -0.22 0.17
C -3.184811 1.272104 4.477038 -0.16 -0.12 0.13
C -1.910741 3.225703 1.232775 -0.09 0.07 0.02
C -1.033454 3.877644 0.369937 0.07 -0.07 -0.09
C -0.533806 5.138600 0.663863 0.01 -0.07 0.01
C -0.892073 5.777440 1.840725 -0.02 0.01 0.05
C -1.757213 5.142652 2.719777 0.04 -0.04 -0.09
C -2.259541 3.886485 2.411657 0.02 -0.03 0.04
C -4.268480 1.588976 1.433074 -0.08 0.08 -0.18
C -4.880590 0.397830 1.810108 0.00 -0.08 0.05
C -6.197957 0.375432 2.240514 -0.02 -0.02 0.00
C -6.931557 1.549641 2.308309 0.04 0.05 -0.05
C -6.339267 2.746843 1.929708 0.02 -0.09 0.00
C -5.024232 2.760936 1.488230 -0.01 0.00 0.00
C -4.161341 -0.722689 -1.420270 0.20 -0.04 0.06
C -5.137772 0.080788 -2.009630 -0.04 0.10 0.00
C -6.487740 -0.172881 -1.814539 0.00 -0.08 0.02
C -6.893473 -1.266907 -1.057576 0.06 0.06 -0.02
C -5.933828 -2.095683 -0.495714 0.00 0.06 0.02
C -4.584240 -1.814499 -0.670044 -0.01 -0.04 0.08
C -2.447006 2.321341 -1.777684 0.33 0.10 -0.07
C -1.703599 2.439918 -2.965682 0.16 -0.04 -0.06
C -1.928009 3.446407 -3.885881 -0.08 0.08 0.03
C -2.918402 4.400578 -3.665932 0.06 -0.08 0.05
C -3.679226 4.298171 -2.514181 0.02 -0.02 -0.01
C -3.452860 3.275125 -1.600196 -0.14 -0.02 -0.02
H -2.514029 -4.274071 -3.483323 -0.07 -0.02 -0.09
H -2.654169 -2.532071 -3.763017 0.05 0.01 -0.02
H -3.775952 -3.329420 -2.669840 0.06 -0.04 0.00
H 0.182193 -4.701046 -2.467882 0.01 -0.03 -0.04
H 1.026527 -3.238646 -1.967724 -0.03 0.03 0.04
H 0.137586 -3.261601 -3.484622 0.04 0.01 -0.03
H -0.936244 -4.894614 0.077276 0.03 0.02 0.00
H -2.237830 -5.344745 -0.986319 -0.02 -0.05 0.00
H -2.568747 -4.251386 0.349136 -0.03 -0.01 0.00
H 0.693357 1.223179 3.567787 -0.04 0.00 0.03
H -0.018257 1.361906 5.180841 -0.01 0.01 0.05
H -0.335291 2.599929 3.964153 0.02 0.07 -0.01
H -0.542609 -1.515949 4.438595 -0.03 0.08 -0.02
H -2.247931 -1.842109 4.040759 -0.04 -0.02 0.03
H -1.814758 -0.885622 5.444965 -0.02 -0.07 0.05
H -3.787144 2.059515 4.039711 0.01 0.04 -0.09
H -2.787677 1.638091 5.429528 -0.08 -0.02 0.06
H -3.877041 0.454739 4.693314 -0.01 -0.01 0.05
H -0.761514 3.391106 -0.556048 0.07 0.07 0.03
H 0.124677 5.628901 -0.041927 0.03 0.02 -0.03
H -0.510354 6.764253 2.069118 0.01 0.01 -0.01
H -2.052642 5.622665 3.643162 0.00 0.03 0.03
H -2.934100 3.427230 3.116887 -0.02 0.00 -0.05
H -4.314453 -0.523497 1.783483 0.04 -0.01 -0.05
H -6.652193 -0.565218 2.523748 -0.01 -0.02 -0.01
H -7.958437 1.534592 2.647912 -0.03 -0.01 0.02
H -6.900397 3.670861 1.975404 -0.01 0.02 0.00
H -4.584114 3.708971 1.209495 0.03 0.02 -0.02
H -4.842975 0.918446 -2.632625 0.05 0.02 0.02
H -7.228126 0.472230 -2.270393 -0.01 0.03 -0.01
H -7.946659 -1.470813 -0.914491 -0.03 -0.01 -0.01
H -6.237758 -2.957466 0.086893 0.01 -0.03 0.01
H -3.838570 -2.459246 -0.216045 -0.01 0.07 0.00
H -0.931310 1.709041 -3.176111 -0.04 0.01 0.07
H -1.327611 3.487959 -4.785944 0.03 -0.01 -0.03
H -3.096763 5.191126 -4.381953 -0.01 0.02 -0.02
H -4.477008 5.006222 -2.327220 -0.02 0.02 0.02
H -4.112193 3.203747 -0.749641 -0.01 -0.03 0.04
C 2.549846 -2.648372 4.409937 -0.10 0.18 -0.20
O 2.243593 -1.448474 3.676976 -0.27 -0.05 -0.41
C 1.329053 -1.487386 2.695629 0.09 0.00 0.03
O 1.220013 -0.534690 1.930894 0.58 -0.28 0.74
N 0.553341 -2.600865 2.566945 -0.03 0.15 0.18
N -0.522833 -2.422665 1.680911 0.16 0.04 0.07
H 3.385119 -2.388819 5.051403 0.02 -0.01 -0.02
H 2.834190 -3.439707 3.716983 0.00 -0.08 0.04
H 1.704860 -2.941915 5.034342 -0.01 -0.05 0.02
H 0.403546 -3.179556 3.385085 0.07 0.06 -0.17
H -1.353965 -2.083084 2.164391 0.05 -0.05 -0.11
H -0.716114 -3.282922 1.183717 0.00 0.11 -0.01
F 4.361062 -2.781469 -6.151808 -0.05 0.08 0.30
C 4.039052 -2.440710 -4.901201 -0.05 0.01 -0.25
C 4.854624 -2.804707 -3.850162 0.00 0.03 0.18
F 5.981576 -3.483981 -4.071126 -0.16 0.09 0.01
C 4.494142 -2.435581 -2.557729 0.52 -0.36 -0.29
F 5.366892 -2.773395 -1.593956 -0.19 0.11 -0.22
C 3.333988 -1.745460 -2.280252 -0.31 0.28 0.67
P 2.795814 -1.335575 -0.538480 -0.09 0.00 -0.44
C 3.999162 -0.007288 -0.158352 0.01 -0.09 0.06
C 4.616673 0.733514 -1.162881 0.06 0.05 -0.03
C 5.511251 1.747680 -0.846744 0.00 -0.06 -0.01
C 5.791082 2.048950 0.477400 0.05 -0.13 0.00
C 5.146991 1.347205 1.487396 0.00 -0.02 -0.09
C 4.255010 0.331877 1.170869 -0.02 0.09 0.09
C 3.422876 -2.781322 0.416100 0.05 0.03 -0.16
C 4.662505 -2.862139 1.047921 0.07 0.04 0.17
C 5.063907 -4.027957 1.681276 -0.20 0.02 -0.05
C 4.229638 -5.141146 1.678517 0.06 -0.05 0.04
C 2.994005 -5.076277 1.055228 -0.03 0.13 -0.03
C 2.591381 -3.897617 0.436494 -0.08 -0.10 0.10
C 2.539356 -1.349091 -3.361554 0.07 -0.09 -0.55
Br 0.975786 -0.324068 -3.213009 -0.10 0.07 0.28
C 2.889077 -1.698260 -4.656870 0.28 -0.19 0.02
F 2.153923 -1.343574 -5.710146 0.01 0.00 0.12
H 4.411122 0.521961 -2.205097 0.03 -0.04 0.01
H 5.994288 2.297912 -1.644181 0.01 0.01 -0.01
H 6.500800 2.828796 0.719058 0.01 0.03 0.02
H 5.339160 1.584116 2.525495 0.01 0.01 0.03
H 3.748837 -0.187362 1.974384 0.00 -0.06 -0.01
H 5.339670 -2.018541 1.028470 -0.02 0.01 -0.03
H 6.034452 -4.071618 2.155331 0.04 -0.02 0.03
H 4.547449 -6.060758 2.153265 0.01 0.00 0.02
H 2.336337 -5.935340 1.046537 0.00 -0.04 0.00
H 1.617582 -3.859078 -0.039113 0.02 0.05 -0.02
C 1.904133 3.280065 -1.796555 -0.05 0.01 -0.02
N 2.198686 3.151265 -0.382580 0.16 0.04 -0.02
C 3.170930 4.052206 0.201351 -0.16 0.16 -0.08
C 1.633197 2.196080 0.347881 0.00 -0.17 0.39
O 0.819763 1.383156 -0.087358 0.52 0.38 -0.25
H 1.595595 4.302565 -2.018204 -0.01 0.04 0.00
H 1.096982 2.600200 -2.060701 0.04 0.03 0.03
H 2.787381 3.038764 -2.391227 0.03 0.00 -0.02
H 4.158449 3.898374 -0.233249 -0.10 0.04 -0.02
H 3.228059 3.876715 1.272950 0.03 -0.01 0.03
H 2.866893 5.085991 0.031996 -0.05 0.05 0.02
H 1.944349 2.167041 1.402089 -0.03 0.10 -0.10
```
Forces are in eV/Å.

Calculated values
- multiplicity = 3
- LUMO (alpha / beta) (eV) = 0.0754 / 0.0722

Density functional theory data (ωB97M-V/def2-TZVPD) for C22H52O21P3S3V as an isolated structure at a distorted geometry.

Structure (XYZ):
```
102
Properties=species:S:1:pos:R:3:forces:R:3
V -0.101628 0.346257 -0.043790 -1.11 0.39 -1.41
O -2.346857 2.800569 2.345110 0.60 -0.60 0.54
C -1.638269 1.950237 1.565122 1.03 0.54 -2.13
O -0.460713 1.663382 1.733266 3.06 0.64 4.46
O -2.005121 1.556229 0.452524 -4.28 -0.76 -2.31
H -3.278282 2.780500 2.113490 -0.09 -0.09 -0.40
C 2.044976 -4.584601 -0.705339 -0.53 -1.15 0.40
O 1.526836 -3.282223 -0.685472 -0.54 1.95 -1.11
P 2.146625 -2.044096 -1.479127 -0.63 1.14 0.75
O 1.418058 -0.741519 -1.185093 1.82 -2.86 -0.31
O 3.743081 -2.147255 -1.074322 -2.65 0.27 -2.57
C 4.203198 -1.748916 0.169996 0.39 0.69 1.97
O 2.040863 -2.482530 -3.016465 0.78 0.74 1.55
C 2.966179 -1.932776 -3.984573 0.48 -0.69 -0.41
H 1.811553 -4.884685 0.316202 1.21 -0.48 0.19
H 3.052834 -4.660051 -1.113541 0.21 0.14 0.73
H 1.460972 -5.308929 -1.273135 -0.43 0.52 -0.61
H 3.492852 -1.263404 0.839163 -0.78 -0.18 -0.28
H 4.947546 -0.957537 0.081978 0.49 -0.45 -0.31
H 4.551497 -2.644092 0.685194 0.44 0.20 0.03
H 2.413214 -1.438456 -4.783306 -0.02 -0.16 0.17
H 3.505547 -2.812819 -4.334877 -0.08 0.19 -0.48
H 3.739262 -1.267713 -3.599715 -0.41 0.17 0.46
C -3.917828 1.763517 -4.159364 -0.17 -1.71 0.57
O -2.866521 1.470754 -3.194711 0.71 -0.67 0.61
P -2.330482 -0.059671 -2.955066 -1.28 1.08 0.01
O -1.176274 -0.182014 -2.022826 -1.40 0.40 -1.09
O -3.691563 -0.881622 -2.522646 1.94 0.71 -1.00
C -4.477423 -0.491554 -1.378012 -0.14 0.14 -0.19
O -2.065768 -0.489575 -4.472448 0.31 -1.32 1.47
C -0.833554 0.008675 -5.062948 -0.58 1.53 -0.59
H -4.199059 0.824610 -4.636298 0.01 0.00 -0.25
H -3.609507 2.440687 -4.955908 0.15 0.30 0.58
H -4.792727 2.029296 -3.566068 0.11 0.70 -0.31
H -5.379812 0.013424 -1.722672 0.02 0.00 -0.13
H -3.952463 0.183369 -0.702009 0.28 -0.10 -0.02
H -4.777725 -1.411027 -0.875527 0.15 0.07 0.01
H -0.477648 -0.620264 -5.878948 -0.29 -0.35 0.43
H -0.045865 0.299184 -4.367797 -0.15 -0.60 0.34
H -1.172984 0.955109 -5.483855 0.43 0.10 -0.37
C -1.406471 -5.241495 1.714625 0.22 0.23 -0.42
O -0.887439 -3.893973 1.323487 -1.14 -0.28 -0.02
P -1.895111 -2.736978 0.823053 -0.11 0.09 -0.55
O -1.250516 -1.490193 0.300463 -1.14 -2.32 0.99
O -2.902787 -3.410493 -0.274262 0.19 1.47 4.83
C -2.607696 -3.671793 -1.559869 0.35 -0.29 -3.57
O -2.846574 -2.552897 2.125329 2.05 -1.45 -1.57
C -3.848084 -1.597625 2.046394 -1.24 1.78 0.80
H -1.171804 -5.498326 2.747619 -0.12 0.78 0.14
H -0.893922 -6.018201 1.147081 0.12 0.43 -0.45
H -2.474761 -5.340441 1.522108 0.08 0.26 0.10
H -1.809843 -3.067075 -1.990961 0.64 -0.20 0.42
H -3.428423 -3.351686 -2.201764 -0.41 -0.30 0.19
H -2.459640 -4.743204 -1.695060 0.29 0.03 -0.16
H -4.819321 -2.027876 2.290656 -0.03 -0.28 -0.65
H -3.808225 -1.017863 1.124224 -0.28 -0.27 -0.02
H -3.714235 -0.872281 2.848933 0.35 0.13 0.09
C -1.257418 5.178314 -0.703884 -1.27 -1.09 0.18
C 0.003341 5.796760 -1.284940 0.35 0.54 0.03
C 0.879024 4.743687 -1.936821 -0.31 -0.95 -1.02
S -0.251285 3.298408 -2.335068 1.33 0.71 0.78
O 0.177481 2.238010 -1.418236 -0.31 0.39 -0.48
O -0.312419 3.027945 -3.760650 -0.01 0.07 0.86
C -1.755584 4.080371 -1.710736 0.32 0.12 -0.03
H -2.039455 5.910108 -0.501420 -0.05 0.26 -0.68
H -1.197376 4.767835 0.304095 0.79 -0.52 -0.08
H 0.619375 6.323126 -0.555864 -0.26 0.00 0.28
H -0.311492 6.567701 -1.988237 0.11 -0.13 -0.28
H 1.715079 4.392917 -1.331784 -0.40 -0.30 0.13
H 1.333555 5.016379 -2.889270 -0.26 0.25 -0.05
H -2.372765 3.249028 -1.370087 0.11 0.17 0.58
H -2.263661 4.475966 -2.590205 0.19 0.32 -0.04
C 4.304058 3.386965 2.597825 -0.12 0.43 -0.17
C 2.823666 3.809948 2.701620 0.64 -0.15 0.22
C 2.242162 3.836736 1.292402 -0.01 -1.33 0.15
S 3.090017 2.354952 0.449134 -1.55 1.94 1.40
O 3.644506 2.970687 -0.757972 -0.12 -1.60 0.63
O 2.181645 1.203200 0.509406 1.29 0.94 -0.78
C 4.305260 2.090351 1.786857 0.61 -0.29 -0.08
H 4.752668 3.272958 3.584669 -0.07 -0.30 -0.03
H 4.873622 4.180528 2.114153 0.10 -0.08 -0.27
H 2.703363 4.739206 3.258478 0.02 0.12 -0.24
H 2.359237 3.033124 3.309037 -0.47 -0.03 -0.19
H 2.436881 4.711908 0.672505 0.43 -0.04 0.27
H 1.166194 3.665348 1.324186 0.01 -0.31 -0.21
H 5.263726 1.744621 1.399684 0.12 0.62 -0.45
H 4.008582 1.231161 2.388404 -0.79 0.18 -0.01
C -0.453823 -2.438987 4.770255 0.56 0.18 -1.49
C 0.807846 -3.382721 4.479058 -0.57 1.92 0.49
C 1.564684 -2.798607 3.269246 -0.36 -0.43 -0.14
S 1.239161 -1.010196 3.150406 1.71 -1.00 -0.22
O 0.683356 -0.826518 1.814294 0.68 0.04 1.36
O 2.444904 -0.280200 3.577840 -1.64 -0.50 -0.57
C -0.016319 -0.986424 4.407036 -0.04 0.29 0.95
H -0.799502 -2.492555 5.802600 0.23 -0.01 -0.06
H -1.313960 -2.630672 4.128748 0.08 -0.52 -0.02
H 0.584807 -4.443786 4.367226 -0.12 0.19 0.01
H 1.410591 -3.219798 5.372502 0.29 -0.45 -0.02
H 1.162497 -3.191271 2.335353 -0.01 0.02 -0.01
H 2.637074 -2.992953 3.287164 -0.03 0.25 0.14
H -0.797686 -0.305609 4.069312 -0.12 -0.19 -0.03
H 0.482214 -0.514019 5.253440 0.02 0.06 0.04
```
Forces are in eV/Å.

Calculated values
- multiplicity = 4
- net charge = +1
- ΔE to the lowest compared entry with this formula, charge and spin (kcal per mole) = 0.0
- LUMO (alpha / beta) (eV) = -1.5063 / -1.5066

Density functional theory data (ωB97M-V/def2-TZVPD) for C2H4P2S3 as an isolated structure at a distorted geometry.

Structure (XYZ):
```
11
Properties=species:S:1:pos:R:3:forces:R:3
C 1.172348 0.753451 -0.547917 -2.13 1.18 1.15
C -1.706852 -0.184821 -0.056086 -0.12 -0.69 -0.96
P -3.823175 -0.440288 0.305286 1.25 1.40 -0.40
P -0.344392 0.932713 0.302215 3.29 0.95 0.12
S -4.634311 -1.049660 -1.290525 0.14 -0.41 -0.02
S -0.326170 1.848711 2.016641 -0.51 -0.24 -0.38
S -1.717554 -1.341077 1.313637 0.27 -1.93 -0.61
H 2.081534 1.396803 -0.316707 -1.62 -0.91 -0.07
H 1.045147 0.401350 -1.547440 0.27 -0.48 -0.58
H -1.363175 -0.730388 -0.966701 -0.68 0.23 0.48
H -1.767901 -0.356435 2.159811 -0.15 0.89 1.27
```
Forces are in eV/Å.

Calculated values
- ΔE to the lowest compared entry with this formula, charge and spin (kcal per mole) = 52.4
- LUMO (eV) = -1.0946

Density functional theory data (ωB97M-V/def2-TZVPD) for an isolated molecule of C20H27NO4.

Structure (XYZ):
```
52
Properties=species:S:1:pos:R:3:forces:R:3
C -2.740139 -3.486769 -0.061438 0.35 0.04 0.07
C -1.270634 -3.782260 0.217842 -0.24 -0.19 0.06
H -1.118991 -3.943302 1.295437 0.04 -0.03 -0.13
H -0.959941 -4.680583 -0.321157 -0.05 0.03 0.15
O -0.375076 -2.781840 -0.238094 0.00 0.37 -0.04
C -0.363788 -1.594139 0.471484 0.57 -0.12 0.23
C 0.984198 -0.883351 0.251679 -0.26 -0.37 0.24
C 2.112763 -1.836103 0.661682 0.02 0.14 -0.18
C 3.527279 -1.365452 0.328757 -0.02 -0.10 -0.21
C 3.784605 -1.202363 -1.169945 -0.32 0.02 0.30
O 5.131803 -0.891784 -1.442845 0.44 0.14 -0.03
H 5.348902 -0.063298 -1.000862 -0.03 -0.02 -0.04
H 3.588214 -2.141560 -1.692024 -0.09 0.04 0.02
H 3.131769 -0.424271 -1.586914 -0.01 -0.16 -0.01
H 4.233498 -2.106839 0.710404 0.05 0.04 0.00
H 3.738491 -0.418433 0.828593 0.11 -0.08 -0.01
H 2.047649 -2.007340 1.740148 -0.06 -0.08 0.05
H 1.935406 -2.790507 0.162638 0.03 -0.02 0.10
H 1.048764 -0.680505 -0.819325 -0.06 0.08 -0.05
C 0.984658 0.440451 1.039355 -0.17 -0.13 -0.20
C -0.358313 1.102452 0.933008 -0.27 -0.22 -0.04
C -1.429194 0.506583 0.412852 0.52 0.07 0.35
O -1.457797 -0.806295 0.023046 -0.11 0.29 -0.20
C -2.719487 1.245507 0.230391 -0.07 -0.32 -0.11
O -2.855042 2.392898 0.611165 -0.07 0.19 0.01
N -3.662111 0.501639 -0.385473 0.12 -0.29 -0.07
C -4.989279 0.905616 -0.737871 -0.13 0.26 0.03
C -5.778954 1.840281 0.129106 -0.12 -0.07 0.16
C -5.284769 2.298200 -1.211763 0.01 0.04 -0.20
H -5.989827 2.420757 -2.019532 -0.09 -0.06 -0.05
H -4.469534 3.002632 -1.214240 0.08 0.02 0.06
H -6.831285 1.640831 0.261977 -0.08 -0.06 -0.06
H -5.284537 2.249180 0.994452 0.09 0.03 0.02
H -5.520907 0.089549 -1.211825 0.00 0.10 0.04
H -3.377005 -0.424963 -0.665082 -0.02 0.10 0.06
H -0.444229 2.133095 1.236713 -0.15 0.11 0.00
C 2.021046 1.419653 0.537651 0.13 0.06 0.13
C 3.013449 1.902453 1.381226 -0.10 0.04 -0.03
C 3.958963 2.801111 0.917652 0.09 0.04 0.05
C 3.918674 3.234885 -0.396188 0.10 0.06 -0.01
C 2.917509 2.779369 -1.237530 -0.01 0.00 -0.09
C 1.972408 1.883088 -0.771711 0.01 0.00 0.06
H 1.181435 1.548337 -1.427283 -0.09 -0.05 -0.08
H 2.870868 3.126137 -2.259220 -0.01 0.03 -0.09
H 4.658137 3.932432 -0.760294 0.06 0.06 -0.03
H 4.727647 3.163134 1.584712 0.06 0.03 0.05
H 3.049799 1.570872 2.409974 -0.01 -0.07 0.08
H 1.195367 0.223186 2.095135 0.05 0.00 -0.07
H -0.506435 -1.783997 1.556239 -0.04 0.03 -0.20
H -3.082035 -2.639842 0.527945 -0.09 0.02 0.03
H -3.338184 -4.357350 0.195352 -0.08 -0.09 0.02
H -2.875785 -3.261193 -1.115985 -0.06 0.02 -0.12
```
Forces are in eV/Å.

Calculated values
- SMILES = CCO[C@@H]1OC(C(=O)NC2CC2)=C[C@H](c2ccccc2)[C@H]1CCCO
- ΔE to the lowest compared entry with this formula, charge and spin (kcal per mole) = 66.8
- LUMO (eV) = 0.7520